ORCA calculation (ωB97M-V/def2-TZVPD) on the molecule C9H9Br2NO3.

- Charge: 0
- Spin multiplicity: 1
- SMILES: COC1=C(Br)[C@@H](O)[C@@](O)(CC#N)C=C1Br
- Energy above the lowest of the compared OMol25 structures with the same formula, charge and spin: 0.0 kJ/mol

```
24
Properties=species:S:1:pos:R:3:forces:R:3
Br 3.20618 0.08364 0.71394 -1.0588 -0.4263 -0.3833
Br -0.72895 0.96144 -3.41224 0.2163 0.1296 0.2396
O 1.17950 -2.10549 1.38415 0.2196 -0.3574 -0.2055
O 1.81668 1.66336 -1.42316 -0.8081 0.4863 0.0380
O -1.53006 -2.47432 0.48354 0.2564 1.3776 -0.8587
N -3.69952 0.04603 2.14258 0.9396 -0.3112 -0.3629
C -0.83353 -1.22172 0.26969 0.6302 -0.2342 0.4508
C 1.21119 2.92251 -1.04080 -0.4779 0.0758 0.8562
C -1.17012 -0.23310 1.44278 0.1309 -0.4671 0.6055
C 1.48650 -0.28035 -0.09807 -0.3837 2.1686 -2.4442
C -2.60955 -0.14125 1.80742 -0.0297 0.2259 -0.0517
C 0.69457 -1.53728 0.15291 0.9280 0.1358 1.9399
C -0.28528 0.29340 -1.70268 -1.5687 -1.8412 1.7783
C -1.19119 -0.54878 -1.05707 2.5349 1.0391 -0.6244
C 1.04508 0.59121 -1.07960 0.7712 -1.1729 1.6148
H -2.13333 -0.79810 -1.46681 -0.8076 -0.0589 -0.5335
H -0.80116 0.76897 1.27925 -0.0657 0.3731 -0.6274
H 0.84482 2.89422 0.01243 0.5025 -0.2063 -0.4964
H -1.18978 -2.85687 1.30005 0.1669 0.0284 0.0536
H -0.59288 -0.49146 2.33982 -0.3037 -0.5177 -0.0436
H 0.32737 3.13655 -1.63240 -0.0349 -0.0180 -0.4072
H 1.91425 3.76161 -1.12217 0.0823 -0.6589 -0.2158
H 2.17201 -2.17713 1.35815 -1.4859 0.1846 -0.1006
H 0.86721 -2.25708 -0.65168 -0.3542 0.0454 -0.2215
```
Forces are in eV/Å.

ORCA calculation (ωB97M-V/def2-TZVPD) on a cluster of 2 separate species, C9H9BrO2 in total.

- Charge: 0
- Spin multiplicity: 1
- Energy above the lowest of the compared OMol25 structures with the same formula, charge and spin: 0.0 kJ/mol

```
21
Properties=species:S:1:pos:R:3:forces:R:3
Br -2.94918 -0.89217 0.09612 -0.1586 -0.3625 0.5529
O -1.42400 0.79307 -1.33172 0.7089 0.8817 0.2860
O 0.48921 -2.53045 -0.23439 0.8527 2.5345 0.8942
C 2.08856 0.46584 0.19289 -0.2971 2.2134 3.6457
C 1.98765 1.92273 2.20894 -2.3362 -2.6951 -1.5017
C 0.46036 -1.36135 -0.00372 -3.6720 -1.2885 -2.5250
C -1.40687 -0.53133 -1.04735 1.6310 -1.2129 0.7085
C -1.42457 -1.37099 -2.28528 0.1749 -2.3329 -0.3804
C 0.99230 -0.22038 0.69187 0.7769 -1.0777 -0.6655
C 0.33849 0.12869 1.85552 2.0458 2.8020 -0.4557
C 2.55946 1.52067 1.03920 3.0120 0.9476 -2.2592
C 0.81150 1.25687 2.54391 -0.8370 -1.7432 1.8086
H 0.30746 1.32222 3.52375 0.3279 0.9032 -0.5382
H 2.41899 2.65834 2.75758 0.9601 2.0475 1.6828
H -1.86639 0.93598 -2.17760 -0.0302 0.0969 0.0148
H -0.49897 -2.05679 -2.34346 -1.4221 1.0477 -0.0075
H -0.55504 -0.31831 2.10240 -1.6656 -1.0979 0.7914
H -2.32998 -2.05639 -2.39295 1.1613 0.9818 0.2139
H -1.41091 -0.67347 -3.11813 0.1052 -0.2243 -0.4404
H 2.58200 0.28106 -0.68987 0.8598 -0.7266 -1.8081
H 3.54793 2.13894 0.79280 -2.1979 -1.6947 -0.0170
```
Forces are in eV/Å.

ORCA calculation (ωB97M-V/def2-TZVPD) on a structure of composition C9H9CeF3I2LuO7S2.

- Charge: +4
- Spin multiplicity: 2

```
34
Properties=species:S:1:pos:R:3:forces:R:3
Lu -1.30713 0.21560 -0.82592 -0.9674 0.0291 0.0452
Ce 0.69945 0.49478 1.23607 0.2651 7.6588 2.2074
I -3.10255 0.90631 -2.62079 -2.1305 0.8747 -2.0379
I 2.12119 2.28977 2.85954 -0.6891 -1.2685 -0.9083
S 0.46229 2.07970 -0.96370 -1.0912 -2.1330 1.7282
S -2.19336 -0.32436 2.58691 -0.8650 1.6597 1.9606
F -4.53598 0.71441 3.46176 1.3342 -0.8105 -1.0058
F -4.49925 -1.43967 3.21502 1.1931 1.0854 -0.7356
F -4.66884 -0.14953 1.47580 1.0435 0.0023 -0.0805
O 0.30522 -1.88625 -3.42296 -1.4712 2.2659 4.2241
O 3.83253 -0.74569 -0.06479 -6.5247 1.5723 1.9118
O 1.04548 -2.14157 3.21351 -0.5581 1.9414 -2.4917
O -1.69663 0.24721 3.82481 -0.0207 -1.3002 -2.3041
O -1.73052 0.65376 1.38876 0.8138 -0.0879 -1.4001
O -1.80843 -1.60791 2.04549 0.6380 -0.2500 0.5470
O -2.72905 -2.96418 -0.23131 4.0895 4.9630 -0.5243
C -2.01786 -2.03969 -0.30981 -4.6121 -5.9669 0.3249
C 0.86111 -1.42333 2.35225 1.3707 -6.5925 5.2923
C -4.11110 -0.27311 2.67736 -2.7970 -0.2904 1.6151
C 2.87002 2.93822 -1.49210 -0.2325 0.1559 -0.0304
C -0.04337 -1.33358 -2.47315 1.4561 -2.2716 -4.3748
C 1.82018 2.11185 -2.23992 0.6075 0.4776 -0.5245
C 2.73916 -0.46385 0.25478 8.3494 -2.3243 -2.4009
C 2.37134 0.79378 -2.78270 -0.0786 -0.0414 -0.1861
C 1.04993 2.90046 -3.30001 0.0224 0.2766 -0.0048
H 1.88656 0.54827 -3.73847 0.2382 -0.0290 0.2588
H 0.66022 3.83201 -2.86086 0.2348 -0.0906 -0.4280
H 2.40610 3.84771 -1.08366 0.3771 -0.0828 -0.1907
H 0.18958 2.31678 -3.66901 0.4029 0.1422 -0.1025
H 3.30962 2.37540 -0.65465 0.0541 0.1036 -0.3160
H 2.29258 -0.07547 -2.12025 0.0050 0.2352 -0.0689
H 3.64794 3.20049 -2.21462 0.0500 0.1018 0.1854
H 1.73479 3.11680 -4.12360 -0.1390 0.1327 -0.0682
H 3.44790 0.94981 -2.96172 -0.3683 -0.1387 -0.1169
```
Forces are in eV/Å.

ORCA calculation (ωB97M-V/def2-TZVPD) on the molecule C9H9Cl2N3O2.

- Charge: 0
- Spin multiplicity: 1
- SMILES: CN(C)C(=O)N(N=O)c1ccc(Cl)c(Cl)c1
- Energy above the lowest of the compared OMol25 structures with the same formula, charge and spin: 5.9 kJ/mol

```
25
Properties=species:S:1:pos:R:3:forces:R:3
Cl -3.27954 -3.55993 1.00115 0.5631 0.3953 0.2234
Cl -1.72938 -3.89200 3.90912 -0.1029 0.3840 -0.5698
O -0.14359 -0.65504 -1.83677 0.1356 2.0422 1.8333
O -0.58316 1.95895 1.78563 1.6249 -1.4660 -3.9504
N -0.04900 0.49407 0.13120 -0.3781 0.8843 1.9647
N -0.11455 1.77982 0.63234 -1.3327 0.8672 2.6728
N 0.95276 1.30673 -1.96948 -0.5732 0.3056 1.2221
C -0.29068 -1.74982 3.10364 -0.5132 -0.1847 -1.1348
C 0.14918 -0.77120 2.18962 -0.0183 -0.6375 0.7046
C 0.23426 0.37529 -1.21998 0.3484 -2.3476 -4.9689
C -1.53233 -1.48601 0.62104 0.0193 0.0446 0.1287
C 0.71366 1.41277 -3.43687 -0.0166 -0.2143 0.4093
C -1.33304 -2.64958 2.74600 0.5929 0.7101 -0.0159
C -0.47332 -0.61535 0.94163 -0.4276 -1.1281 1.1111
C -1.96865 -2.51648 1.49443 0.8112 0.7597 0.1714
C 1.89497 2.21723 -1.34975 0.0429 1.1517 -0.0788
H 1.39374 3.14784 -1.03958 0.3044 -0.0910 -0.2066
H 1.01181 -0.17095 2.49995 -0.4982 -0.0240 -0.3136
H -2.02089 -1.37261 -0.33845 0.0099 -0.0821 0.0830
H 2.32535 1.80313 -0.44528 0.0627 -0.2881 0.0545
H 1.11178 0.51442 -3.90254 -0.0554 0.0618 -0.2655
H 0.18007 -1.85452 4.08522 -0.1554 0.0346 -0.4716
H -0.35274 1.49637 -3.67198 0.1077 -0.2628 0.2891
H 1.17024 2.31537 -3.89687 0.0717 -0.5681 0.8378
H 2.73305 2.47151 -2.03343 -0.6232 -0.3466 0.2700
```
Forces are in eV/Å.

ORCA calculation (ωB97M-V/def2-TZVPD) on a cluster of 4 separate species, C9H9ClF3O9 in total.

- Charge: -1
- Spin multiplicity: 1
- Energy above the lowest of the compared OMol25 structures with the same formula, charge and spin: 183.8 kJ/mol

```
31
Properties=species:S:1:pos:R:3:forces:R:3
Cl 1.65314 -2.63205 0.58384 -0.4213 0.3262 0.0230
F 1.45111 1.46237 -1.58909 -0.2463 0.2427 -2.5436
F -1.55183 -3.61092 -2.84131 -1.1286 -2.6331 -2.0241
F -2.12183 -1.35868 1.57218 -2.3320 -0.8673 -1.0381
O -2.13731 -0.84425 -2.73370 2.4514 2.1456 -2.8289
O 3.08212 2.97781 0.61590 1.1012 0.2919 -0.8880
O 5.18302 2.66743 -0.22064 -3.5367 -1.2810 0.0387
O -0.20469 -1.88355 -3.30469 -0.0239 1.3765 -1.5603
O -0.97728 -0.21743 -4.72666 -0.0409 -1.1499 2.7183
O -0.86780 0.46247 1.33208 0.5668 -1.2695 -1.0274
O -1.79625 2.52736 1.18326 0.2203 -3.5337 1.9533
O 3.47869 1.16920 -0.58108 0.3002 -0.5519 -1.0883
O -2.05544 1.10394 3.06159 -0.4098 1.4074 -1.0531
C -1.04455 -0.84974 -3.69856 -1.7706 -0.5514 -0.2156
C -1.76595 -1.67490 -1.67664 -0.3966 -0.2040 0.6341
C -0.82317 -2.64678 -2.34795 0.1926 1.3207 3.6484
C -1.13213 -0.68886 2.10662 3.2080 -0.7468 1.5885
C -1.50714 -0.16202 3.47365 -1.0308 0.8353 -0.4770
C 4.00426 2.30156 -0.11719 3.3080 1.8986 0.9933
C 2.09396 1.18519 -0.46775 -1.2483 -0.2942 2.3909
C -1.62154 1.44166 1.74817 -0.8815 3.5489 1.3451
C 1.83769 2.33126 0.47134 -0.7097 0.7800 2.0527
H 1.52810 2.06546 1.48208 0.1293 -0.7240 0.0186
H -0.78672 -0.00503 4.27641 0.6755 0.0264 -0.6642
H -0.12316 -3.02122 -1.60104 0.5360 -0.1659 -0.4129
H 1.06347 3.05553 0.21810 0.1532 -0.1418 -0.9018
H -0.28254 -1.37171 2.11113 0.5377 0.3951 -0.3796
H 1.67063 0.25380 -0.09170 0.7182 -0.4451 -0.0644
H -2.27109 -0.78715 3.93593 -0.3279 0.0961 -0.3588
H -1.22667 -1.24513 -0.83250 -0.0658 0.7931 -0.2171
H -2.74911 -2.00562 -1.34179 0.4725 -0.9249 0.3383
```
Forces are in eV/Å.

ORCA calculation (ωB97M-V/def2-TZVPD) on the molecule C9H9ClN2.

- Charge: 0
- Spin multiplicity: 1
- SMILES: Cl[C@]1(n2cccn2)C=CC=CC1
- Energy above the lowest of the compared OMol25 structures with the same formula, charge and spin: 234.2 kJ/mol

```
21
Properties=species:S:1:pos:R:3:forces:R:3
Cl 0.45549 -2.57426 0.00521 0.1264 0.8122 0.1162
N -1.07340 -0.44631 -0.18294 -2.1631 1.8789 -0.0989
N -1.30034 0.91815 -0.09693 -0.3730 -0.7080 0.0494
C -3.27577 -0.19207 0.02594 2.7543 -0.8403 -0.4606
C -2.60224 1.07557 0.02996 -0.4645 -2.3456 -0.2580
C 2.16528 0.63920 1.16608 -0.1384 -0.1250 -0.9747
C 1.03300 -0.25010 -1.33394 -3.1582 -1.5721 -0.0193
C 2.15852 0.41599 -1.27092 0.2855 0.3458 -1.8702
C 0.30943 -0.73608 -0.06326 1.6194 0.3023 -0.5024
C -2.24819 -1.13936 -0.14025 -0.7137 1.4336 -0.4252
C 2.76097 0.77218 -0.02076 2.4346 0.7267 0.8731
C 0.81199 -0.02486 1.21381 1.3139 -0.1724 0.3622
H -3.07135 2.01991 0.03920 -0.0808 0.9700 0.1882
H -2.40038 -2.13903 -0.53164 0.5114 -0.0839 0.7517
H 1.03953 -0.79513 1.91651 -0.6153 -0.7202 0.9566
H 0.34171 -0.47785 -2.20655 1.6205 0.4350 0.6833
H 2.61356 0.92612 2.13236 -0.1912 -0.1297 -0.7430
H -4.25584 -0.57514 0.05456 -1.2235 0.5021 0.0360
H 0.10925 0.70438 1.61235 -0.2777 -0.4475 -0.0592
H 3.81225 1.14075 -0.11237 -1.0186 -0.1069 0.3607
H 2.61652 0.73792 -2.23643 -0.2483 -0.1551 1.0342
```
Forces are in eV/Å.

Number 1: energy -5776.7734 hartree. Number 2: energy -3072.7144 hartree. Number 3: energy -4275.2000 hartree. Number 4: energy -1583.4003 hartree. Number 5: energy -1785.4220 hartree. Number 6: energy -917.9713 hartree.